Entry 1:
45
Properties=species:S:1:pos:R:3:nbo_charge:R:1 method="wB97M-V/def2-TZVPD" homo_energy_ev=-8.2913 relative_energy_kcal_mol=127.1 e_tot_ev=-26438.859 spin_multiplicity=1 orbital_gap_ev=8.724
C 0.38672 -0.68956 -0.62476 -0.156
C 0.73220 -2.02966 0.02322 0.709
C -0.91656 -0.85103 -1.46250 -0.427
C -2.17372 -0.51070 -0.56031 -0.386
C -3.41666 -0.72393 -1.46438 -0.249
C -4.66674 0.82762 -2.96382 0.561
C 1.61132 -0.83957 2.20722 -0.142
C 0.34262 -0.07457 2.56359 0.762
C 2.85276 0.20577 2.22466 -0.233
C 4.11595 -0.46287 1.71862 -0.614
C 2.56365 1.39305 1.23924 -0.438
C 3.53419 2.54584 1.37769 -0.603
H 1.35464 0.64631 -1.71576 0.362
H 1.91377 -0.96394 -1.97367 0.366
H 0.14343 0.00851 0.17956 0.217
H -1.00959 -1.89900 -1.93257 0.235
H -0.89815 -0.03834 -2.01367 0.201
H -2.22203 -1.15370 0.49075 0.246
H -2.20210 0.70517 -0.17464 0.205
H -3.29514 -1.46306 -2.24753 0.210
H -4.28262 -0.97354 -0.78990 0.177
H -3.63953 1.41312 -1.44678 0.405
H -5.51032 1.93932 -4.16246 0.308
H -5.31442 -1.02820 -3.02381 0.369
H -6.13309 -0.03126 -4.04064 0.385
H 2.10503 -2.83034 1.58707 0.418
H 1.73771 -1.45896 3.20848 0.243
H 3.07487 0.55367 3.18982 0.197
H 3.77704 -0.93394 0.73565 0.235
H 4.97495 0.04641 1.54993 0.215
H 4.25297 -1.37822 2.36581 0.199
H 2.79789 1.02402 0.18642 0.254
H 1.56442 1.74859 1.34783 0.190
H 4.46464 1.99284 1.39468 0.207
H 3.36252 3.33137 0.54318 0.223
H 3.24720 3.04142 2.39772 0.188
H 1.30283 1.15132 3.61270 0.476
N 1.68126 -0.21074 -1.22744 -0.823
N -3.77880 0.58986 -1.92152 -0.632
N -4.93808 2.01767 -3.20003 -0.747
N -5.18534 -0.21859 -3.68385 -0.834
N 1.60228 -1.93853 1.15957 -0.671
O 0.55372 -3.08006 -0.46836 -0.574
O -0.81938 -0.17781 2.18272 -0.578
O 0.35167 0.77823 3.61225 -0.658


Entry 2:
49
Properties=species:S:1:pos:R:3:nbo_charge:R:1 method="wB97M-V/def2-TZVPD" homo_energy_ev="-6.6563 / -6.9985" relative_energy_kcal_mol=0.0 e_tot_ev=-127560.372 s_squared=3.761 spin_multiplicity=4 orbital_gap_ev="6.649 / 6.988"
V 0.81973 -1.49374 0.43236 0.895
O 4.32756 -3.51638 -0.50421 -0.639
C 3.13111 -2.95777 -0.45803 0.806
O 2.89026 -1.97337 0.21088 -0.593
C 2.12687 -3.66278 -1.32916 -0.183
O 0.86582 -3.02694 -1.26005 -0.548
C -0.18153 -3.95453 -0.87447 -0.191
C -0.09702 -4.25420 0.63661 0.734
O -0.60098 -5.28561 1.03540 -0.630
O 0.50611 -3.33952 1.30445 -0.800
H 4.91773 -3.03657 0.09867 0.514
H 2.07358 -4.70190 -0.99508 0.242
H 2.49867 -3.65631 -2.35740 0.230
H -0.10918 -4.86767 -1.46368 0.208
H -1.12370 -3.45865 -1.10659 0.215
C 2.28403 1.76839 -0.55225 -0.932
P 1.12901 0.49891 -1.15369 0.872
C 1.90037 -0.00085 -2.73924 -0.935
C -0.27809 1.50735 -1.72632 -0.935
H 2.47479 2.52518 -1.31542 0.223
H 3.22106 1.29788 -0.25375 0.241
H 1.85111 2.22871 0.33505 0.261
H 2.07591 0.85641 -3.39134 0.231
H 1.25360 -0.71318 -3.25328 0.237
H 2.85722 -0.48761 -2.54047 0.226
H 0.04844 2.23484 -2.47203 0.226
H -0.71549 2.03041 -0.87508 0.266
H -1.04745 0.86894 -2.16239 0.236
C -4.16976 3.38729 0.42703 -0.624
C -2.97625 2.59633 0.89076 -0.047
C -1.92241 3.20565 1.55969 -0.214
C -0.82642 2.48936 2.03164 -0.078
C 0.24856 3.20832 2.79687 -0.630
C -0.75522 1.10508 1.80415 -0.074
Se 0.76688 0.11208 2.42610 -0.276
C -1.81787 0.47817 1.13575 -0.102
C -1.79794 -0.99942 0.85512 -0.633
C -2.90613 1.22425 0.69716 -0.178
H -3.91776 4.43939 0.29393 0.213
H -4.98210 3.33243 1.15525 0.219
H -4.55392 3.00713 -0.52029 0.212
H -1.95624 4.27682 1.73271 0.203
H 0.03788 4.27635 2.85027 0.206
H 1.23174 3.06056 2.34685 0.221
H 0.32348 2.81432 3.81229 0.232
H -1.23897 -1.20473 -0.08435 0.170
H -2.79463 -1.38877 0.64796 0.240
H -1.37321 -1.56735 1.68589 0.268
H -3.71925 0.71730 0.18571 0.194


Entry 3:
7
Properties=species:S:1:pos:R:3:nbo_charge:R:1 method="wB97M-V/def2-TZVPD" homo_energy_ev=-10.6139 relative_energy_kcal_mol=2.3 e_tot_ev=-28100.812 spin_multiplicity=1 orbital_gap_ev=10.855
N -1.17608 0.47912 -0.82383 -1.276
O -0.12801 -0.43385 1.44051 -0.997
F 0.73107 -1.43202 -0.72059 -0.553
P 0.04122 -0.08436 -0.10653 2.191
Cl 1.90191 0.87075 -0.09317 -0.323
H -1.09134 0.37801 -1.86450 0.409
H -0.27876 0.22235 2.16812 0.550